[1]
Molecular formula: C14H16BN9OSeSn
Method: DFT, ωB97M-V/def2-TZVPD

Geometry (Å):
Sn  0.527  0.810  0.721
B  -0.833  2.688  3.134
N  -1.383  3.095  1.781
C  -2.396  3.864  1.506
C  -2.575  3.905  0.119
C  -1.474  3.200  -0.387
N  -0.769  2.692  0.626
N  -1.211  1.169  3.269
C  -1.916  0.528  4.179
C  -2.194  -0.754  3.774
C  -1.544  -0.890  2.500
N  -0.940  0.271  2.271
H  0.362  2.679  3.114
H  -1.381  3.219  4.036
H  -2.925  4.384  2.289
H  -3.290  4.456  -0.474
H  -1.269  2.953  -1.408
H  -2.291  1.028  5.070
H  -2.794  -1.513  4.265
H  -1.583  -1.715  1.810
O  -0.430  0.123  -1.045
N  -1.559  -0.470  -0.885
C  -2.351  -0.444  -1.957
C  -1.984  0.071  -3.226
N  -1.516  0.554  -4.164
C  -3.342  -1.443  -1.911
N  -4.118  -2.273  -1.881
C  5.025  -1.503  -0.371
N  3.897  -1.689  -1.276
C  3.978  -1.418  -2.660
C  2.799  -1.806  -3.231
N  2.000  -2.234  -2.167
C  0.650  -2.774  -2.307
C  2.646  -2.181  -0.977
Se  2.022  -2.539  0.748
H  4.569  -1.214  0.549
H  5.671  -0.733  -0.813
H  5.605  -2.409  -0.210
H  4.906  -1.111  -3.096
H  2.435  -1.884  -4.250
H  0.654  -3.513  -3.133
H  -0.116  -1.998  -2.548
H  0.435  -3.180  -1.383

Computed properties:
LUMO level (alpha / beta)	-0.0156 / -0.0157	Ha
2S+1	1
E_HOMO (alpha / beta)	-7.734 / -7.734	eV
Kohn-Sham gap (alpha / beta)	7.31 / 7.31	eV
energy above the lowest of the compared OMol25 structures with the same formula, charge and spin	0.0	kcal/mol
energy	-3751.680300	Eh
molecular weight	534.83	u


[2]
Molecular formula: C4H13N2
Method: DFT, ωB97M-V/def2-TZVPD

Geometry (Å):
C  2.662  0.545  -0.154
C  1.327  0.065  -0.688
N  0.413  -0.190  0.512
C  -0.635  -1.174  0.332
C  -1.963  -0.554  -0.168
N  -2.072  0.875  0.336
H  2.594  1.564  0.258
H  3.317  0.707  -1.012
H  3.098  -0.059  0.631
H  1.450  -0.851  -1.263
H  0.813  0.869  -1.218
H  1.020  -0.349  1.294
H  -0.734  -1.749  1.258
H  -0.407  -2.003  -0.356
H  -1.957  -0.351  -1.241
H  -2.840  -1.121  0.132
H  -2.330  1.573  -0.362
H  -2.679  1.069  1.134
H  -1.076  1.133  0.576

Computed properties:
LUMO level	-0.1253	Ha
2S+1	1
E_HOMO	-13.768	eV
Kohn-Sham gap	10.36	eV
energy above the lowest of the compared OMol25 structures with the same formula, charge and spin	28.0	kcal/mol
charge	+1
energy	-269.456048	Eh
molecular weight	89.16	u


[3]
Molecular formula: C29H25F4N
Method: DFT, ωB97M-V/def2-TZVPD

Geometry (Å):
F  -0.857  2.843  4.272
C  -0.653  4.133  3.883
C  -0.084  5.006  4.805
C  -0.009  6.370  4.451
C  -0.381  6.810  3.216
C  -0.943  5.902  2.295
C  -1.022  4.560  2.604
H  0.218  4.637  5.747
H  0.511  7.051  5.145
H  -0.395  7.873  3.073
H  -1.220  6.327  1.341
H  -1.389  3.774  1.918
F  -5.905  1.529  -2.528
C  -5.061  0.426  -2.625
C  -5.492  -0.588  -3.466
C  -4.746  -1.768  -3.535
C  -3.596  -1.913  -2.788
C  -3.203  -0.892  -1.899
C  -3.958  0.257  -1.804
H  -6.424  -0.453  -4.016
H  -5.163  -2.558  -4.165
H  -3.066  -2.855  -2.886
H  -2.324  -1.037  -1.336
H  -3.679  0.997  -1.060
F  -0.754  -4.474  1.605
C  -0.574  -4.157  0.301
C  -0.598  -2.845  -0.114
C  -0.355  -2.527  -1.453
C  0.146  -3.501  -2.251
C  0.233  -4.849  -1.884
C  -0.182  -5.206  -0.603
H  -0.899  -2.072  0.548
H  -0.357  -1.462  -1.691
H  0.403  -3.252  -3.290
H  0.639  -5.575  -2.596
H  -0.053  -6.220  -0.247
F  5.231  0.490  -0.392
C  4.761  -0.779  -0.077
C  3.527  -1.159  -0.544
C  3.116  -2.453  -0.251
C  3.884  -3.282  0.520
C  5.126  -2.870  0.982
C  5.564  -1.592  0.656
H  2.892  -0.544  -1.173
H  2.135  -2.750  -0.471
H  3.538  -4.255  0.833
H  5.733  -3.556  1.579
H  6.458  -1.175  1.146
C  1.944  1.696  -0.149
C  1.221  1.638  -1.329
C  -0.061  1.105  -1.272
N  -0.612  0.633  -0.175
C  0.070  0.722  0.956
C  1.424  1.112  0.959
H  2.880  2.254  -0.078
H  1.510  1.980  -2.299
H  -0.626  1.013  -2.189
H  -0.429  0.411  1.860
H  1.907  1.070  1.942

Computed properties:
LUMO level	0.0236	Ha
2S+1	1
E_HOMO	-9.189	eV
Kohn-Sham gap	9.83	eV
energy above the lowest of the compared OMol25 structures with the same formula, charge and spin	6.0	kcal/mol
energy	-1574.240194	Eh
molecular weight	463.52	u


[4]
Molecular formula: C25H21MnN3O4S2
Method: DFT, ωB97M-V/def2-TZVPD

Geometry (Å):
Mn  -0.376  -1.150  0.295
O  -2.971  1.387  1.917
C  -2.111  0.591  1.636
O  -1.651  0.302  0.438
C  -1.396  -0.194  2.727
C  -1.591  -0.149  4.091
C  -0.852  -1.025  4.881
C  0.042  -1.926  4.309
C  0.179  -1.907  2.936
N  -0.522  -1.047  2.224
C  1.037  -2.803  2.059
O  1.713  -3.672  2.548
O  0.951  -2.473  0.788
H  -2.304  0.554  4.501
H  -0.986  -1.016  5.956
H  0.617  -2.633  4.892
S  -2.291  -0.272  -2.697
C  -2.627  -1.551  -1.609
N  -3.810  -1.784  -1.023
C  -3.834  -2.785  0.032
C  -2.988  -3.974  -0.359
N  -1.627  -3.545  -0.633
C  -0.624  -4.600  -0.785
C  -0.954  -5.555  -1.908
C  -0.611  -5.224  -3.217
C  -0.945  -6.065  -4.268
C  -1.626  -7.251  -4.023
C  -1.971  -7.592  -2.722
C  -1.637  -6.744  -1.672
C  -1.507  -2.351  -1.330
S  -0.061  -1.705  -2.069
C  -4.935  -0.852  -1.091
C  -6.107  -1.418  -1.849
C  -7.222  -1.888  -1.166
C  -8.292  -2.453  -1.856
C  -8.244  -2.549  -3.239
C  -7.131  -2.078  -3.929
C  -6.069  -1.517  -3.238
H  -4.863  -3.109  0.186
H  -3.474  -2.342  0.969
H  -3.429  -4.457  -1.239
H  -2.969  -4.705  0.450
H  -0.537  -5.126  0.167
H  0.334  -4.120  -0.956
H  -0.076  -4.300  -3.409
H  -0.670  -5.796  -5.280
H  -1.881  -7.911  -4.844
H  -2.497  -8.519  -2.525
H  -1.900  -7.018  -0.654
H  -4.570  0.076  -1.526
H  -5.237  -0.623  -0.065
H  -7.264  -1.797  -0.085
H  -9.158  -2.813  -1.314
H  -9.073  -2.986  -3.782
H  -7.092  -2.147  -5.009
H  -5.197  -1.157  -3.776

Computed properties:
LUMO level (alpha / beta)	-0.0135 / -0.0596	Ha
2S+1	6
E_HOMO (alpha / beta)	-6.879 / -7.523	eV
Kohn-Sham gap (alpha / beta)	6.51 / 5.90	eV
energy above the lowest of the compared OMol25 structures with the same formula, charge and spin	54.0	kcal/mol
energy	-3377.912543	Eh
molecular weight	546.53	u